[1]
A 4-piece molecular cluster, C3H9NO2S2 overall at a distorted geometry. Source: OMol25; level of theory: the ωB97M-V functional and the def2-TZVPD basis.

Structure (XYZ):
```
17
Properties=species:S:1:pos:R:3:forces:R:3
S -2.9898 0.5828 -1.6192 1.990 0.258 1.209
S 1.9428 -0.3654 -0.5807 -1.148 0.433 -0.094
C 0.2625 -0.0488 -0.8131 -1.789 -1.395 0.575
C -0.5476 0.9215 0.1559 5.606 0.056 -0.305
N -0.5491 0.6501 1.4367 -1.032 0.751 0.890
C -0.9192 -0.6212 1.7976 -0.950 -2.417 0.564
O -1.0712 -1.0063 2.9367 0.517 0.815 -0.282
H -3.2955 0.9491 1.2272 -0.060 -0.009 0.034
H 0.0750 0.2915 -1.8516 -0.315 0.160 -0.384
H -0.2727 -1.0155 -0.7902 0.222 0.043 -0.447
H -1.5970 0.8741 -0.3433 -3.056 -0.335 -1.971
H -0.0417 1.8645 -0.0635 -1.094 0.797 0.216
H -3.5199 0.2404 1.2757 -0.032 0.020 0.000
H -1.1881 -1.3869 1.0186 0.244 0.736 -0.093
H 3.9449 -0.2903 -0.3595 0.490 0.194 0.230
H 4.8721 -0.8721 -1.3970 0.115 -0.232 -0.347
O 4.8757 -0.3826 -0.5771 0.291 0.126 0.204
```
Forces are in eV/Å.

Output
net charge	0
multiplicity	1
ΔE to the lowest compared entry with this formula, charge and spin	1123.6	kJ/mol
frontier orbital gap	3.23	eV

=====

[2]
H8NaO4 as an isolated structure at a distorted geometry. Source: OMol25; level of theory: the ωB97M-V functional and the def2-TZVPD basis.

Structure (XYZ):
```
13
Properties=species:S:1:pos:R:3:forces:R:3
Na 0.0822 -0.2763 0.5579 0.666 -3.349 6.383
O -0.3838 1.0801 1.5569 -1.481 4.181 3.326
H -0.0974 1.9923 1.6020 -0.025 0.409 0.129
H -0.8852 0.9460 2.3612 -0.297 0.175 0.482
O 1.5715 0.3172 -0.1810 4.698 2.122 -1.978
H 2.1543 1.0216 0.1024 0.613 0.098 -0.032
H 1.2635 0.5932 -1.0442 0.830 0.069 -0.201
O -0.6996 0.0257 -0.9642 -3.675 3.224 -6.240
H -1.6446 0.0899 -1.1025 -0.620 0.329 -0.246
H -0.3176 0.5440 -1.6725 -0.514 0.279 -0.645
O -0.1821 -1.8827 -0.1353 -0.556 -6.577 -1.009
H -0.6741 -1.6117 -0.9104 0.181 -0.509 -0.228
H -0.1872 -2.8392 -0.1701 0.181 -0.449 0.259
```
Forces are in eV/Å.

Output
net charge	+1
multiplicity	1
ΔE to the lowest compared entry with this formula, charge and spin	519.3	kJ/mol
frontier orbital gap	12.44	eV

=====

[3]
A 8-piece molecular cluster, C19H37Cl14N4O2 overall at a distorted geometry. Source: OMol25; level of theory: the ωB97M-V functional and the def2-TZVPD basis.

Structure (XYZ):
```
76
Properties=species:S:1:pos:R:3:forces:R:3
C 0.9703 -3.5624 0.6005 -0.078 0.923 -0.800
C 0.1418 -2.1952 0.7630 1.578 -0.429 2.203
O 0.1496 -1.6507 1.8792 -0.899 -0.895 -3.583
O -0.4918 -1.7005 -0.3994 -0.206 -0.381 2.362
C -1.3645 -0.5889 -0.1097 0.458 1.257 -0.747
N -2.4875 -0.9204 0.8163 0.734 -0.420 -1.127
C -3.2370 -2.0135 0.6275 -1.231 -0.717 0.925
N -3.1811 -2.9979 -0.4151 -3.544 -0.119 4.316
C -4.2360 -3.8825 0.0023 1.511 3.758 2.000
N -4.8269 -3.4161 1.2181 0.408 -2.521 -3.102
N -4.2581 -2.2436 1.6264 2.354 -0.945 -3.326
H 1.0055 -3.9124 -0.4790 -0.230 0.364 1.450
H 0.5198 -4.3544 1.2796 0.545 1.113 -0.893
H 2.0508 -3.3495 0.9244 -1.732 -0.245 -0.311
H -0.7154 0.2424 0.3374 -1.545 -1.245 -0.370
H -1.7955 -0.2534 -1.1214 0.726 -0.675 1.525
H -2.6737 -0.2984 1.6152 0.390 -0.686 -0.685
H -4.5455 -4.8149 -0.5655 0.355 1.437 1.109
H -5.5930 -3.9168 1.7216 0.610 0.729 -0.022
H -4.4890 -1.7122 2.4749 0.043 -0.716 -0.653
Cl -7.3945 -4.3273 2.6997 -0.001 -0.188 0.262
C -8.0680 -3.9470 1.0914 -0.315 0.255 -0.486
C -9.5826 -3.9121 1.1056 -0.050 -0.003 0.024
Cl -10.2871 -5.5272 1.3616 0.087 0.041 0.047
H -7.6902 -4.6844 0.3809 -0.123 -0.043 0.157
H -7.6770 -2.9688 0.8063 -0.107 -0.034 0.061
H -9.9533 -3.5542 0.1455 0.130 -0.031 0.063
H -9.9613 -3.2502 1.8861 0.101 -0.104 -0.046
Cl -8.6887 -1.7806 -1.5326 0.017 -0.036 -0.047
C -8.0524 -0.1221 -1.6441 0.087 0.312 0.014
C -6.5681 -0.0994 -1.9397 -0.170 0.183 -0.342
Cl -5.5908 -0.7019 -0.5720 -0.299 0.122 -0.103
H -8.2845 0.3946 -0.7117 0.059 -0.131 -0.072
H -8.5968 0.3713 -2.4510 0.116 -0.077 0.018
H -6.2446 0.9254 -2.1282 -0.066 -0.068 0.085
H -6.3254 -0.7009 -2.8169 -0.022 -0.020 0.184
Cl 0.8872 1.7547 0.1515 0.273 0.207 -0.135
C 1.3541 3.1597 1.1435 0.284 0.263 0.495
C 2.0298 2.7476 2.4338 0.055 -0.046 0.047
Cl 0.9009 1.9439 3.5572 -0.127 -0.041 0.037
H 0.4594 3.7549 1.3307 0.053 -0.158 -0.071
H 2.0395 3.7575 0.5406 -0.038 -0.408 0.212
H 2.4133 3.6304 2.9495 -0.125 0.024 -0.095
H 2.8672 2.0673 2.2477 -0.751 0.329 0.298
Cl 2.6314 -6.1995 -4.8849 -0.040 0.001 0.032
C 3.1084 -4.7932 -3.9026 0.081 0.149 0.056
C 3.7839 -5.2005 -2.6091 0.175 0.159 -0.135
Cl 2.6536 -5.9900 -1.4792 0.003 -0.093 -0.023
H 2.2174 -4.1912 -3.7173 0.067 -0.146 0.025
H 3.7979 -4.2030 -4.5090 0.008 -0.086 0.097
H 4.1732 -4.3170 -2.1003 -0.081 -0.028 -0.070
H 4.6145 -5.8847 -2.7881 -0.181 0.010 -0.007
Cl -1.5515 4.4892 -1.7390 0.015 -0.065 0.070
C -0.9273 6.1536 -1.8612 0.060 0.268 -0.045
C 0.5539 6.1873 -2.1762 -0.101 0.154 -0.233
Cl 1.5420 5.5899 -0.8187 -0.080 0.311 -0.291
H -1.1502 6.6687 -0.9257 0.078 -0.140 -0.066
H -1.4860 6.6432 -2.6607 0.112 -0.069 0.017
H 0.8688 7.2142 -2.3683 -0.092 -0.057 0.067
H 0.7916 5.5876 -3.0559 -0.049 -0.017 0.173
Cl 7.0296 -0.0780 2.6054 -0.055 -0.060 -0.004
C 7.1305 1.4120 1.6339 -0.002 0.212 -0.021
C 5.8799 2.2577 1.7528 0.221 0.186 0.153
Cl 4.4691 1.4858 0.9800 0.590 -0.368 -0.579
H 7.3266 1.1294 0.5986 -0.080 0.015 0.125
H 7.9921 1.9720 2.0020 -0.277 -0.050 -0.049
H 6.0304 3.2144 1.2506 -0.032 -0.263 0.078
H 5.6267 2.4559 2.7960 -0.002 -0.171 -0.086
Cl 10.3404 2.8166 1.5459 0.138 0.022 -0.029
C 10.4404 4.3064 0.5747 0.050 0.207 -0.124
C 9.1895 5.1523 0.6936 0.251 0.174 0.118
Cl 7.7796 4.3813 -0.0788 0.111 0.081 -0.150
H 10.6367 4.0235 -0.4605 -0.111 -0.025 0.132
H 11.3014 4.8668 0.9431 -0.132 -0.007 0.023
H 9.3400 6.1092 0.1912 0.023 -0.120 -0.017
H 8.9366 5.3506 1.7362 0.014 -0.122 -0.118
```
Forces are in eV/Å.

Output
net charge	+1
multiplicity	1
frontier orbital gap	8.86	eV

=====

[4]
A 2-piece molecular cluster, C3H9N2O2 overall at a distorted geometry. Source: OMol25; level of theory: the ωB97M-V functional and the def2-TZVPD basis.

Structure (XYZ):
```
16
Properties=species:S:1:pos:R:3:forces:R:3
C 1.1065 2.0870 0.5275 -3.175 1.181 -2.108
C 0.7542 0.5569 0.5173 1.540 1.160 -0.325
C -0.4397 0.5434 -0.2420 -3.375 -0.898 -1.100
N -0.1661 -2.1404 -0.5227 7.138 0.846 1.962
N -1.1313 -1.3013 -0.4925 -5.288 6.970 -0.563
O -0.3232 -3.3075 -0.8114 -0.636 -3.987 -1.289
O -2.4160 -1.7033 -0.4806 2.344 -1.843 0.903
H 1.4415 2.4336 -0.4655 -0.333 0.141 0.591
H 0.2733 2.7589 0.9992 1.014 -1.366 -1.398
H 1.8244 2.2250 1.2203 2.909 0.175 2.050
H 0.7417 0.4573 1.5419 -0.736 -1.489 2.218
H 1.5680 -0.0114 0.0705 0.248 0.271 -0.017
H -1.4144 0.8950 0.1713 1.071 -0.116 -0.249
H -0.2748 0.8105 -1.2934 -0.431 -0.405 0.202
H 0.7652 -1.5916 -0.4286 -1.562 -2.022 -0.377
H -2.3092 -2.7121 -0.3113 -0.726 1.382 -0.499
```
Forces are in eV/Å.

Output
net charge	+1
multiplicity	3
ΔE to the lowest compared entry with this formula, charge and spin	382.4	kJ/mol
frontier orbital gap (alpha / beta)	7.80 / 9.10	eV

=====

[5]
A 9-piece molecular cluster, C5H25NO10 overall at a distorted geometry. Source: OMol25; level of theory: the ωB97M-V functional and the def2-TZVPD basis.

Structure (XYZ):
```
41
Properties=species:S:1:pos:R:3:forces:R:3
N 1.0851 -0.1250 0.0097 -0.212 0.012 1.075
C 0.4480 -0.7097 -1.1819 -0.358 0.652 0.346
C 0.9525 0.0468 -2.4057 1.110 -0.956 0.527
O 0.5397 1.0250 -2.9636 -0.311 -0.160 0.212
C 0.7255 -2.2294 -1.4107 -1.585 0.994 1.823
C -0.5412 -3.0841 -1.0952 -0.613 -0.335 -0.640
C -1.6911 -2.7508 -2.1048 2.052 -0.906 1.279
O -2.1527 -1.6414 -2.1073 -0.286 -0.517 -0.926
H 0.3795 0.2607 0.6573 0.314 -0.474 -0.602
H 1.7459 0.6292 -0.1184 0.284 -0.102 -0.569
H -0.6103 -0.5655 -1.0080 -0.119 0.053 -0.465
H 1.9175 -0.4670 -2.6744 -0.147 0.683 -0.578
H 0.9803 -2.3348 -2.4554 0.444 -0.632 -0.155
H 1.4902 -2.5007 -0.6843 0.413 -0.173 -0.545
H -0.2574 -4.1351 -0.9126 -0.189 0.071 -1.222
H -1.1117 -2.9701 -0.1774 0.594 1.149 0.819
H -1.9935 -3.5860 -2.7297 -0.613 -0.015 -0.691
O -1.3014 4.3387 1.1190 0.303 0.679 0.489
H -2.1487 3.8891 1.1692 0.442 -0.297 -0.617
H -0.6640 4.0004 0.4613 -0.825 -0.202 0.373
O -1.1196 2.1111 -0.9609 0.210 0.128 0.130
H -0.7568 1.5302 -1.6493 -0.473 0.123 -0.072
H -1.8217 1.6649 -0.4749 0.033 -0.192 -0.236
O -3.5174 -0.4878 -0.3021 0.190 0.618 0.910
H -4.2976 -1.0446 -0.2798 0.057 -0.182 -0.052
H -2.7457 -1.0436 -0.4701 -0.512 -0.021 -0.360
O 3.4592 -0.8600 1.6997 -0.391 0.152 0.439
H 3.6147 -0.1822 2.3691 0.302 0.018 0.029
H 2.5080 -0.7552 1.5379 0.131 -0.173 -0.568
O 2.1266 1.4208 3.5570 -1.064 0.227 -0.236
H 1.4562 0.9829 3.0136 0.305 -0.386 -0.126
H 1.6105 2.2271 3.7258 0.672 0.123 0.249
O -1.1322 0.1126 1.9938 -0.189 -0.078 0.545
H -1.8697 -0.3537 1.5844 -0.174 0.091 -0.089
H -1.2352 -0.0896 2.9392 0.151 0.077 -0.431
O 1.1809 3.4526 -0.0152 0.102 -0.201 -0.398
H 1.4312 3.8965 -0.8387 -0.042 -0.097 0.259
H 0.6094 2.7190 -0.3080 -0.057 0.254 0.032
O 0.8436 -2.5772 3.1204 -0.771 -0.103 0.281
H 1.3754 -1.8130 3.3663 0.390 -0.390 -0.401
H 1.2583 -3.0926 2.4224 0.433 0.485 0.162
```
Forces are in eV/Å.

Output
net charge	0
multiplicity	1
SMILES	N[C@@H](C=O)CCC=O.O.O.O.O.O.O.O.O
ΔE to the lowest compared entry with this formula, charge and spin	335.7	kJ/mol
frontier orbital gap	9.83	eV

=====

[6]
A single C2H5IS molecule at a distorted geometry. Source: OMol25; level of theory: the ωB97M-V functional and the def2-TZVPD basis.

Structure (XYZ):
```
9
Properties=species:S:1:pos:R:3:forces:R:3
C 0.5023 0.6654 0.4750 -0.045 -1.665 -2.297
C -0.0313 -0.2089 -0.7173 -0.850 -0.890 1.696
S -1.8426 -0.3279 -0.4501 0.509 -0.045 -2.147
I 0.8797 -2.3371 -0.5186 -0.368 1.376 -0.247
H 0.5234 0.0469 1.3405 0.249 -0.373 0.740
H 1.4562 1.0034 0.1858 1.420 0.433 0.141
H -0.1350 1.4842 0.6402 -0.869 1.111 0.059
H 0.1723 0.0619 -1.7363 0.327 0.273 -0.148
H -1.5249 -0.3879 0.7808 -0.373 -0.221 2.202
```
Forces are in eV/Å.

Output
net charge	0
multiplicity	1
SMILES	C[C@H](S)I
ΔE to the lowest compared entry with this formula, charge and spin	38.4	kJ/mol
frontier orbital gap	8.91	eV

=====

[7]
C16H42BClN2NbO12P2 as an isolated structure at a distorted geometry. Source: OMol25; level of theory: the ωB97M-V functional and the def2-TZVPD basis.

Structure (XYZ):
```
77
Properties=species:S:1:pos:R:3:forces:R:3
C 2.8639 1.0665 0.0283 -0.303 0.121 -0.172
C 2.4446 0.5088 -1.3274 -0.088 0.009 -0.082
O 3.1991 -0.6071 -1.7866 0.211 0.182 0.180
C 3.4786 -1.6076 -0.8343 -0.073 -0.187 -0.011
C 2.2613 -2.2040 -0.1121 0.037 -0.219 -0.015
O 1.1268 -2.1036 -0.9170 -0.084 0.191 -0.060
C -0.0966 -2.4331 -0.2329 0.146 0.083 0.482
Nb -1.9084 -1.2549 -1.0671 0.255 -0.273 -1.588
N -3.6177 -0.2196 -1.5150 0.541 0.710 -0.018
O -0.8636 -0.5802 -2.5476 -0.346 0.325 0.368
C -0.9555 0.6005 -3.3001 0.496 0.016 -0.357
C -1.6874 0.3537 -4.6273 -0.170 0.197 0.000
P -3.3146 -2.2685 0.8754 -0.047 0.395 -0.202
N -4.6949 -2.8173 0.2374 -0.155 -0.160 -0.210
B -1.1704 0.2384 0.6261 0.246 -0.503 0.323
O -1.3774 0.1471 2.0039 -0.443 -0.030 -0.036
O -0.4598 1.3374 0.1529 -0.532 0.082 -0.566
C -0.8476 2.6629 0.4577 0.223 -0.003 0.273
P -2.4570 -3.5900 -2.1086 -0.130 -0.144 0.138
O -4.0706 -3.5391 -2.2997 0.164 0.536 -0.706
Cl -2.2971 -5.2604 -0.8251 0.142 -0.067 0.250
H 2.4258 0.5033 0.8510 0.169 -0.103 0.043
H 2.4451 2.0733 0.1057 0.105 0.039 0.059
H 3.9494 1.1173 0.1309 -0.015 0.039 0.022
H 1.3827 0.2539 -1.3230 0.047 -0.014 0.080
H 2.5940 1.2783 -2.0909 0.062 -0.061 -0.026
H 4.1866 -1.2494 -0.0725 -0.024 0.018 -0.003
H 3.9942 -2.3886 -1.3949 -0.072 0.018 -0.078
H 2.0925 -1.7162 0.8604 -0.036 0.130 -0.087
H 2.4887 -3.2585 0.1218 -0.005 0.039 0.067
H 0.0423 -2.2037 0.8339 -0.017 -0.177 0.010
H -0.2517 -3.5189 -0.2985 0.036 0.024 0.090
H -3.9556 -0.3479 -2.4673 -0.044 -0.147 0.062
H -3.7163 0.7720 -1.3193 -0.376 -0.125 0.273
H 0.0622 0.9568 -3.5025 -0.008 -0.029 0.020
H -1.4426 1.3994 -2.7287 -0.109 -0.156 0.078
H -1.0380 0.4957 -5.4921 0.047 -0.133 0.039
H -2.5318 1.0359 -4.7521 -0.007 -0.028 0.037
H -2.0781 -0.6640 -4.6418 0.058 -0.004 -0.031
H -2.5790 -3.2371 1.6050 -0.096 0.027 0.183
H -3.6213 -1.3422 1.9106 0.111 -0.208 0.293
H -4.8170 -3.8164 0.3673 -0.052 0.032 0.128
H -1.9093 0.8362 2.4189 0.309 0.036 -0.022
H -1.8737 2.8574 0.1296 0.014 0.005 0.026
H -0.7661 2.8788 1.5295 -0.036 0.005 -0.020
H -0.1875 3.3450 -0.0778 0.000 0.001 0.011
H -4.4849 -2.9702 -1.5944 -0.113 -0.468 0.793
C 1.6416 -7.6581 4.4061 -0.047 0.067 0.057
C 0.7991 -7.3179 3.1960 0.003 -0.076 -0.133
O -0.1911 -6.3219 3.4921 0.039 0.037 0.076
C 0.2636 -5.0652 3.5326 0.028 -0.032 -0.134
O 1.4058 -4.7262 3.3461 -0.031 -0.001 0.071
O -0.7566 -4.2639 3.8085 -0.011 -0.008 0.089
C -0.4225 -2.8736 3.8800 -0.057 0.247 -0.051
H 1.0047 -7.9543 5.2408 0.009 -0.035 -0.009
H 2.3124 -8.4852 4.1688 0.001 -0.002 0.001
H 2.2400 -6.8003 4.7088 0.016 -0.007 -0.014
H 0.2204 -8.1782 2.8642 -0.020 0.012 0.019
H 1.4154 -6.9748 2.3656 0.006 0.042 0.026
H 0.0989 -2.5569 2.9801 0.029 -0.025 0.016
H 0.1908 -2.6697 4.7578 0.063 -0.083 -0.024
H -1.3624 -2.3354 3.9557 -0.051 -0.089 -0.040
C -0.1504 9.3568 -0.1813 0.095 -0.044 0.030
C 0.0338 8.9579 -1.6280 -0.093 0.057 -0.092
O 1.2898 8.2891 -1.8461 0.002 -0.033 0.044
C 1.3168 7.0048 -1.4814 -0.065 0.005 -0.005
O 0.3920 6.3818 -1.0250 0.048 0.019 0.006
O 2.5365 6.5294 -1.7156 -0.001 0.006 0.023
C 2.7173 5.1563 -1.3410 0.032 -0.090 -0.045
H 0.6939 9.9585 0.1573 -0.023 0.031 -0.005
H -1.0626 9.9450 -0.0747 -0.001 0.000 0.002
H -0.2296 8.4757 0.4532 -0.026 0.000 -0.004
H 0.0824 9.8314 -2.2757 0.036 0.000 0.008
H -0.7774 8.3161 -1.9700 0.023 -0.040 0.029
H 1.9549 4.5304 -1.7999 -0.010 -0.005 0.022
H 2.6757 5.0503 -0.2583 -0.041 -0.001 -0.001
H 3.7004 4.8777 -1.7066 0.008 0.028 0.004
```
Forces are in eV/Å.

Output
net charge	-1
multiplicity	1
frontier orbital gap	6.11	eV